C23H49LaN3OP4 | ωB97M-V/def2-TZVPD

Properties
Frontier orbital gap   5.3596 eV
Energy above the lowest of the compared OMol25 structures with the same formula, charge and spin   13.1 kcal per mole
LUMO   -9.9 eV
Net charge   +3
HOMO energy   -15.2 eV

XYZ file:
```
81
C23H49LaN3OP4 | OMol25 | ωB97M-V/def2-TZVPD
La -0.190 -0.250 -1.544
P 0.426 -2.921 -1.749
P 2.420 -0.271 0.259
P -3.019 0.242 -1.291
H 1.784 3.421 -0.907
C 0.702 3.476 -0.726
C 0.186 3.411 0.512
H 0.817 3.457 1.410
C 1.174 -2.491 -3.369
C 1.540 -4.201 -1.100
C -1.050 -3.898 -2.195
C 3.075 1.198 1.154
C 3.052 -1.557 1.420
C 3.759 -0.414 -0.998
C -3.578 1.940 -0.875
C -4.518 -0.712 -0.843
C -3.170 0.236 -3.126
H 0.061 3.370 -1.623
H -0.882 3.187 0.660
H 1.404 -3.463 -3.809
H 2.113 -1.923 -3.296
H 0.475 -1.960 -4.031
H 1.490 -5.108 -1.727
H 1.210 -4.454 -0.079
H 2.579 -3.837 -1.050
H -0.732 -4.809 -2.720
H -1.739 -3.327 -2.835
H -1.587 -4.170 -1.272
H 4.133 1.333 0.884
H 3.000 1.057 2.237
H 2.495 2.086 0.886
H 4.147 -1.463 1.499
H 2.798 -2.553 1.043
H 2.593 -1.446 2.411
H 4.724 -0.441 -0.468
H 3.720 0.458 -1.665
H 3.614 -1.324 -1.596
H -4.210 2.325 -1.686
H -2.719 2.610 -0.735
H -4.147 1.925 0.065
H -5.361 -0.363 -1.463
H -4.758 -0.584 0.225
H -4.340 -1.781 -1.037
H -4.223 0.461 -3.326
H -2.939 -0.756 -3.548
H -2.524 0.982 -3.616
C -0.376 1.226 -4.990
C 0.284 0.457 -5.918
C -0.008 0.672 -7.252
C -0.900 1.704 -7.638
C -1.504 2.510 -6.670
C -1.247 2.277 -5.294
O -0.159 0.809 -3.618
H 0.813 0.626 -3.586
H 0.981 -0.309 -5.536
H 0.457 0.041 -7.996
H -1.125 1.875 -8.693
H -2.153 3.353 -6.965
H -1.639 2.930 -4.505
C -0.390 -0.787 5.130
N -0.492 0.551 4.497
C -1.916 0.950 4.472
N -2.744 -0.019 3.727
C -2.602 -1.361 4.363
N -1.189 -1.780 4.381
C -0.660 -2.032 3.041
P -0.675 -0.532 1.901
C 0.144 0.599 3.182
C -2.447 -0.042 2.305
H -0.790 -0.734 6.160
H 0.663 -1.106 5.127
H -1.995 1.926 3.979
H -2.288 1.011 5.512
H -3.184 -2.096 3.785
H -2.957 -1.299 5.409
H 0.366 -2.412 3.109
H -1.258 -2.812 2.561
H 0.096 1.627 2.797
H 1.204 0.311 3.280
H -3.103 -0.765 1.796
H -2.629 0.956 1.882
```

***

C23H49NO2P2Pd | ωB97M-V/def2-TZVPD

Properties
Frontier orbital gap (alpha / beta)   6.8799 / 3.7536 eV
<S²>   6.0135
LUMO (alpha / beta)   -13.1 / -18.0 eV
Spin multiplicity   5
Net charge   +4
HOMO energy (alpha / beta)   -20.0 / -21.7 eV

XYZ file:
```
78
C23H49NO2P2Pd | OMol25 | ωB97M-V/def2-TZVPD
Pd 0.303 0.246 -0.718
C 0.949 -1.561 -1.302
O 1.237 -2.642 -1.623
C -0.364 1.541 0.526
O -0.760 2.531 1.030
P -1.866 -0.005 -1.787
C -3.305 -0.746 -0.902
H -4.136 -0.657 -1.625
C -2.468 1.600 -2.464
H -2.260 2.277 -1.614
C -1.627 -1.112 -3.234
H -1.395 -2.088 -2.773
C 3.809 -0.561 -0.129
P 2.403 0.193 0.846
H 3.537 -0.297 2.905
H 3.484 -1.610 -0.240
C 3.139 1.864 1.261
H 4.224 1.663 1.344
C -1.677 2.115 -3.671
H -2.129 1.777 -4.616
H -0.614 1.846 -3.666
H -1.726 3.214 -3.663
C -3.978 1.600 -2.755
H -4.199 2.384 -3.490
H -4.571 1.807 -1.855
H -4.330 0.654 -3.190
C -2.888 -1.302 -4.082
H -3.767 -1.607 -3.498
H -2.676 -2.118 -4.787
H -3.132 -0.411 -4.675
C -0.431 -0.685 -4.096
H 0.009 -1.584 -4.552
H 0.374 -0.189 -3.533
H -0.747 -0.018 -4.909
C -3.121 -2.236 -0.581
H -3.479 -2.858 -1.418
H -3.715 -2.507 0.304
H -2.084 -2.523 -0.373
C -3.702 0.056 0.333
H -2.963 -0.075 1.124
H -4.671 -0.319 0.707
H -3.814 1.136 0.151
C 5.186 -0.581 0.563
H 5.150 -0.675 1.655
H 5.781 0.307 0.306
H 5.738 -1.458 0.186
C 3.927 0.044 -1.528
H 4.241 1.096 -1.487
C 1.492 -0.493 3.463
H 2.988 -0.025 -2.094
H 4.695 -0.510 -2.090
C 2.807 -2.249 2.244
H 0.730 -1.268 3.342
H 1.792 -0.542 4.525
H 1.034 0.489 3.309
C 2.619 -0.741 2.473
H 2.438 -2.804 3.117
H 3.864 -2.516 2.117
H 2.249 -2.628 1.378
C 2.679 2.454 2.598
H 1.604 2.675 2.594
H 3.203 3.410 2.751
H 2.916 1.814 3.455
C 2.900 2.896 0.154
H 3.090 2.525 -0.858
H 3.569 3.755 0.328
H 1.867 3.265 0.196
H -0.522 -0.812 0.930
H -0.318 -1.343 -0.168
C -2.116 -1.173 4.975
C -2.387 0.042 4.074
C -1.650 -0.112 2.848
N -0.806 -0.265 2.014
H -2.314 -2.085 4.428
H -2.703 -1.191 5.882
H -1.069 -1.223 5.243
H -3.448 0.147 3.823
H -2.095 0.984 4.544
```

***

C23H50AuN3O2P2 | ωB97M-V/def2-TZVPD

Properties
Frontier orbital gap (alpha / beta)   6.6950 / 6.7124 eV
Energy above the lowest of the compared OMol25 structures with the same formula, charge and spin   45.9 kcal per mole
<S²>   2.0139
LUMO (alpha / beta)   -5.3 / -7.7 eV
Spin multiplicity   3
Net charge   +2
HOMO energy (alpha / beta)   -12.0 / -14.4 eV

XYZ file:
```
81
C23H50AuN3O2P2 | OMol25 | ωB97M-V/def2-TZVPD
Au 0.154 0.447 -1.022
P 0.260 -1.659 -2.091
P 0.491 2.682 -0.370
N 0.691 1.162 -3.103
C 1.214 -1.215 -3.611
H 2.049 -1.925 -3.735
H 0.535 -1.331 -4.470
C 1.746 0.228 -3.625
H 2.655 0.328 -3.013
H 1.999 0.540 -4.649
C 0.970 2.642 -3.138
H 0.002 3.122 -3.361
H 1.674 2.832 -3.956
C 1.535 3.167 -1.805
H 1.613 4.263 -1.818
H 2.541 2.755 -1.611
C 1.309 3.181 1.217
C 2.100 2.053 1.910
H 3.053 1.861 1.409
H 1.520 1.113 1.953
H 2.325 2.346 2.951
C -1.087 3.619 -0.507
C -2.129 3.144 0.543
H -3.117 3.048 0.071
H -2.240 3.874 1.354
H -1.908 2.150 0.969
C -1.346 -2.361 -2.647
C -2.020 -3.183 -1.529
H -3.097 -3.256 -1.751
H -1.934 -2.731 -0.530
H -1.616 -4.209 -1.504
C 1.236 -3.031 -1.329
C 0.765 -3.413 0.079
H 1.568 -3.981 0.577
H -0.133 -4.045 0.075
H 0.548 -2.527 0.685
C 2.193 0.023 -0.466
O 3.209 -0.290 -0.025
C -0.824 5.141 -0.483
H 0.210 5.422 -0.215
H -1.015 5.562 -1.487
H -1.512 5.638 0.217
C -1.155 -3.138 -3.971
H -1.718 -4.088 -3.937
H -1.482 -2.539 -4.830
H -0.104 -3.409 -4.160
C 1.307 -4.252 -2.246
H 1.959 -5.002 -1.771
H 0.316 -4.709 -2.394
H 1.753 -3.998 -3.218
C 0.308 3.799 2.192
H -0.473 3.061 2.429
H 0.815 4.054 3.136
H -0.168 4.697 1.791
H 2.033 3.947 0.875
H 2.248 -2.590 -1.234
H -1.476 3.335 -1.506
H -1.971 -1.459 -2.830
H -0.237 0.959 -3.479
H -1.569 0.738 -1.448
C 1.537 -1.667 2.893
N 0.087 -1.627 2.985
C -0.683 -2.629 3.667
C -1.851 -1.905 4.339
C -2.621 -1.074 3.336
N -1.714 -0.075 2.694
C -1.349 1.038 3.609
C -0.544 -0.714 2.212
O 0.062 -0.382 1.133
H 1.957 -0.738 3.307
H 1.922 -1.744 1.867
H 1.885 -2.510 3.468
H -1.103 -3.357 2.921
H 0.022 -3.116 4.346
H -1.457 -1.239 5.108
H -2.500 -2.647 4.792
H -3.439 -0.491 3.800
H -3.017 -1.712 2.538
H -2.014 1.889 3.425
H -0.347 1.388 3.345
H -1.407 0.719 4.660
```

***

The records above yield E values of -2541.30818 -1919.65636 -2038.85653 a.u., respectively.